Record 1
An isolated molecule of C18H20FNO, computed with wB97M-V/def2-TZVPD.

Element x y z (Å)
C (-3.68, -1.12, -0.91)
H (-3.51, -1.94, -1.59)
H (-3.49, -0.18, -1.41)
H (-4.73, -1.13, -0.62)
C (-2.81, -1.26, 0.34)
C (-1.35, -1.51, 0.05)
C (-0.56, -2.06, 1.05)
C (0.78, -2.32, 0.83)
C (1.35, -2.04, -0.40)
C (0.58, -1.49, -1.40)
C (-0.76, -1.22, -1.18)
H (-1.35, -0.79, -1.97)
H (1.01, -1.27, -2.36)
H (2.40, -2.26, -0.58)
H (1.38, -2.75, 1.62)
H (-1.00, -2.30, 2.01)
H (-3.18, -2.11, 0.92)
C (-2.97, -0.01, 1.24)
C (-2.42, 1.24, 0.58)
O (-3.10, 2.02, -0.05)
N (-1.09, 1.44, 0.80)
H (-0.55, 0.70, 1.22)
C (-0.39, 2.57, 0.25)
H (0.10, 3.13, 1.06)
C (0.63, 2.19, -0.82)
C (1.84, 1.43, -0.35)
C (2.11, 1.15, 0.98)
C (3.25, 0.45, 1.34)
C (4.13, 0.03, 0.36)
C (3.89, 0.31, -0.98)
C (2.75, 1.00, -1.32)
H (2.56, 1.22, -2.36)
H (4.60, -0.02, -1.73)
F (5.23, -0.66, 0.71)
H (3.46, 0.22, 2.38)
H (1.45, 1.49, 1.76)
H (0.12, 1.58, -1.58)
H (0.96, 3.10, -1.32)
H (-1.15, 3.21, -0.19)
H (-4.03, 0.15, 1.43)
H (-2.46, -0.18, 2.19)

Calculated values
lowest unoccupied orbital energy: 0.8 eV
SMILES string: C[C@H](CC(=O)NCCc1ccc(F)cc1)c1ccccc1
HOMO energy: -9.07 eV
relative energy (zero: lowest compared OMol25 entry of this formula, charge and spin): 0.00 kJ/mol
charge: 0

---

Record 2
A cluster of 8 separate species, C44H78F18N9O14S6 in total at a distorted geometry, computed with wB97M-V/def2-TZVPD.

Element x y z (Å)
C (-3.55, -16.52, -13.52)
C (-4.12, -15.06, -13.50)
C (-3.28, -13.97, -12.78)
O (-3.77, -12.65, -13.10)
C (-2.68, -11.67, -13.13)
N (-4.36, -14.69, -14.98)
H (-4.25, -13.68, -15.02)
H (-3.67, -15.01, -15.64)
H (-5.31, -14.97, -15.19)
H (-3.85, -16.88, -12.53)
H (-2.46, -16.50, -13.51)
H (-3.94, -17.30, -14.17)
H (-5.07, -15.05, -12.96)
H (-2.20, -14.01, -12.89)
H (-3.42, -14.00, -11.70)
H (-3.03, -10.76, -13.63)
H (-1.79, -11.83, -13.74)
H (-2.43, -11.37, -12.12)
C (-2.52, -10.53, -16.77)
C (-2.78, -9.12, -17.24)
C (-4.26, -8.66, -17.11)
O (-4.43, -8.50, -15.67)
C (-5.76, -8.59, -15.18)
N (-1.71, -8.13, -16.63)
H (-0.86, -8.21, -17.17)
H (-2.10, -7.20, -16.61)
H (-1.30, -8.40, -15.74)
H (-3.13, -11.32, -17.21)
H (-2.58, -10.64, -15.68)
H (-1.50, -10.72, -17.10)
H (-2.61, -9.08, -18.32)
H (-4.89, -9.47, -17.47)
H (-4.45, -7.89, -17.86)
H (-6.44, -7.86, -15.61)
H (-5.69, -8.56, -14.09)
H (-6.16, -9.57, -15.47)
C (-3.72, -9.21, -21.32)
C (-2.74, -8.16, -22.00)
C (-3.08, -7.98, -23.46)
N (-2.10, -7.21, -24.37)
C (-2.44, -7.13, -25.89)
C (-3.87, -6.50, -26.10)
C (-3.67, -5.10, -25.52)
C (-3.21, -5.04, -24.08)
C (-1.90, -5.77, -23.87)
C (-0.68, -7.91, -24.27)
H (-3.47, -9.47, -20.29)
H (-3.74, -10.10, -21.96)
H (-4.76, -8.89, -21.25)
H (-1.71, -8.50, -21.88)
H (-2.68, -7.12, -21.66)
H (-4.04, -7.47, -23.47)
H (-3.33, -8.93, -23.95)
H (-2.39, -8.16, -26.25)
H (-1.65, -6.53, -26.35)
H (-4.70, -7.00, -25.61)
H (-4.35, -6.50, -27.07)
H (-4.65, -4.64, -25.47)
H (-3.18, -4.47, -26.26)
H (-3.97, -5.33, -23.36)
H (-3.11, -4.01, -23.74)
H (-1.61, -5.82, -22.82)
H (-1.05, -5.38, -24.42)
H (-0.09, -7.54, -25.11)
H (-0.79, -8.98, -24.39)
H (-0.39, -7.58, -23.27)
C (-10.54, -9.61, -7.83)
C (-10.69, -10.68, -8.97)
C (-9.93, -10.37, -10.23)
N (-9.85, -11.51, -11.33)
C (-9.07, -12.74, -10.82)
C (-7.59, -12.55, -10.63)
C (-6.93, -11.99, -11.89)
C (-7.68, -10.74, -12.40)
C (-9.22, -10.89, -12.62)
C (-11.26, -12.00, -11.73)
H (-10.73, -8.59, -8.15)
H (-9.55, -9.63, -7.36)
H (-11.20, -9.82, -6.99)
H (-11.77, -10.77, -9.11)
H (-10.47, -11.69, -8.65)
H (-8.87, -10.24, -10.04)
H (-10.25, -9.50, -10.79)
H (-9.56, -13.25, -9.99)
H (-9.19, -13.54, -11.55)
H (-7.46, -11.92, -9.75)
H (-7.34, -13.60, -10.44)
H (-5.87, -11.85, -11.66)
H (-6.78, -12.74, -12.65)
H (-7.47, -9.93, -11.70)
H (-7.33, -10.34, -13.35)
H (-9.74, -10.08, -13.13)
H (-9.49, -11.64, -13.37)
H (-11.67, -10.99, -11.83)
H (-11.82, -12.52, -10.96)
H (-11.15, -12.45, -12.71)
C (-13.45, -11.08, -21.65)
N (-12.97, -10.20, -20.51)
C (-13.25, -8.92, -20.52)
C (-12.69, -8.07, -19.48)
C (-11.61, -8.52, -18.68)
C (-11.37, -9.93, -18.74)
C (-12.03, -10.71, -19.64)
C (-10.85, -7.64, -17.77)
C (-10.70, -8.00, -16.38)
C (-9.88, -7.19, -15.60)
N (-9.24, -6.13, -16.19)
C (-9.42, -5.73, -17.49)
C (-10.22, -6.50, -18.29)
C (-8.36, -5.28, -15.34)
H (-14.44, -10.80, -22.01)
H (-13.59, -12.05, -21.19)
H (-12.63, -11.17, -22.36)
H (-14.09, -8.55, -21.09)
H (-13.03, -7.05, -19.45)
H (-10.68, -10.35, -18.02)
H (-11.81, -11.75, -19.84)
H (-11.35, -8.76, -15.98)
H (-9.76, -7.32, -14.54)
H (-8.83, -4.88, -17.81)
H (-10.35, -6.21, -19.33)
H (-9.12, -4.57, -15.01)
H (-7.76, -4.74, -16.09)
H (-7.79, -5.79, -14.57)
C (1.05, -9.64, -14.67)
F (1.41, -8.37, -14.31)
F (1.52, -10.55, -13.89)
F (-0.23, -9.78, -14.80)
S (1.86, -9.85, -16.46)
O (3.28, -9.56, -16.26)
O (1.54, -11.19, -16.88)
N (1.02, -8.44, -17.15)
S (1.16, -8.72, -18.69)
O (2.26, -9.42, -19.22)
O (-0.12, -9.37, -19.03)
C (1.18, -7.09, -19.76)
F (0.49, -6.12, -19.18)
F (2.43, -6.71, -19.97)
F (0.73, -7.37, -20.96)
C (-6.46, -17.64, -15.65)
F (-7.11, -18.74, -15.95)
F (-6.25, -17.36, -14.36)
F (-5.23, -17.64, -16.16)
S (-7.61, -16.26, -16.37)
O (-7.53, -16.31, -17.81)
O (-8.93, -16.69, -15.94)
N (-6.98, -14.76, -15.62)
S (-8.20, -13.87, -15.75)
O (-9.15, -14.07, -16.87)
O (-8.84, -13.56, -14.48)
C (-7.31, -12.20, -16.08)
F (-7.18, -11.96, -17.39)
F (-7.99, -11.30, -15.49)
F (-6.05, -12.27, -15.59)
C (-3.12, -5.31, -19.46)
F (-4.45, -5.76, -19.44)
F (-2.41, -6.42, -19.20)
F (-2.63, -4.73, -20.57)
S (-2.72, -4.14, -18.00)
O (-1.53, -3.33, -18.30)
O (-3.97, -3.41, -17.96)
N (-2.43, -5.30, -16.75)
S (-3.29, -4.64, -15.63)
O (-2.92, -3.21, -15.36)
O (-4.72, -5.01, -15.70)
C (-2.63, -5.75, -14.14)
F (-1.37, -6.09, -14.23)
F (-2.79, -5.00, -12.94)
F (-3.42, -6.90, -14.04)

Calculated values
lowest unoccupied orbital energy: -9.1 eV
HOMO energy: -13.27 eV
charge: +3

---

Record 3
A structure of composition C4H8N3 at a distorted geometry, computed with wB97M-V/def2-TZVPD.

Element x y z (Å)
C (1.34, 0.99, 0.18)
C (2.26, -0.20, 0.16)
C (-0.03, -0.92, -0.61)
C (-1.77, 0.35, 0.60)
N (0.23, 1.36, -0.24)
N (1.06, -0.86, 0.31)
N (-0.82, 0.41, -0.45)
H (2.95, -0.13, -0.63)
H (2.80, -0.08, 1.20)
H (0.24, -0.89, -1.64)
H (-0.72, -1.70, -0.23)
H (-1.93, 1.36, 0.83)
H (-2.70, -0.01, 0.35)
H (-1.50, -0.36, 1.40)
H (-1.41, 0.70, -1.24)

Calculated values
lowest unoccupied orbital energy: -5.0 eV
HOMO energy: -14.64 eV
relative energy (zero: lowest compared OMol25 entry of this formula, charge and spin): 730.48 kJ/mol
charge: +1

---

Record 4
A structure of composition C44H121AsF6N11O11Sr at a distorted geometry, computed with wB97M-V/def2-TZVPD.

Element x y z (Å)
Sr (-3.10, 2.60, -0.62)
As (0.00, 0.19, 0.86)
F (0.76, 1.20, -0.44)
F (1.50, -0.64, 1.40)
F (-0.97, -0.57, 2.13)
F (-1.55, 0.95, 0.34)
F (-0.25, -1.20, -0.29)
F (0.24, 1.57, 2.00)
C (-3.27, -3.60, 2.13)
C (-3.74, -4.59, 1.08)
C (-5.03, -4.13, 0.38)
O (-6.14, -4.16, 1.30)
C (-7.32, -3.67, 0.78)
N (-2.73, -4.87, 0.08)
H (-4.04, -3.37, 2.87)
H (-2.95, -2.62, 1.77)
H (-2.45, -4.00, 2.72)
H (-4.07, -5.55, 1.47)
H (-5.26, -4.78, -0.47)
H (-4.99, -3.11, 0.00)
H (-7.09, -2.62, 0.59)
H (-8.19, -3.68, 1.43)
H (-7.67, -4.23, -0.09)
H (-1.87, -4.96, 0.59)
H (-2.92, -5.75, -0.39)
C (-6.00, -0.97, -1.92)
C (-5.18, 0.19, -1.27)
C (-4.91, 0.01, 0.22)
O (-4.26, 1.09, 0.85)
C (-4.06, 0.81, 2.25)
N (-3.82, 0.34, -1.90)
H (-6.13, -0.68, -2.96)
H (-7.04, -1.05, -1.58)
H (-5.59, -1.97, -1.78)
H (-5.75, 1.11, -1.43)
H (-4.26, -0.85, 0.37)
H (-5.86, -0.22, 0.69)
H (-5.02, 0.68, 2.76)
H (-3.49, 1.61, 2.72)
H (-3.55, -0.14, 2.30)
H (-4.09, 0.43, -2.87)
H (-3.38, -0.56, -1.78)
C (-1.25, 3.89, 3.47)
C (-2.02, 4.40, 2.20)
C (-1.85, 5.93, 2.00)
O (-2.56, 6.20, 0.84)
C (-2.68, 7.59, 0.70)
N (-1.53, 3.50, 1.18)
H (-0.18, 3.84, 3.24)
H (-1.66, 2.89, 3.61)
H (-1.45, 4.59, 4.28)
H (-3.06, 4.10, 2.36)
H (-0.80, 6.23, 1.97)
H (-2.50, 6.34, 2.77)
H (-3.21, 7.86, -0.21)
H (-1.73, 8.09, 0.88)
H (-3.38, 7.92, 1.47)
H (-0.96, 2.82, 1.66)
H (-0.87, 4.06, 0.66)
C (3.73, -1.20, -0.74)
C (5.09, -1.75, -1.21)
C (5.06, -2.61, -2.54)
O (6.32, -3.04, -2.77)
C (6.43, -3.89, -3.90)
N (5.90, -0.58, -1.42)
H (2.98, -1.99, -0.69)
H (3.30, -0.46, -1.42)
H (3.70, -0.74, 0.24)
H (5.52, -2.40, -0.45)
H (4.72, -2.02, -3.39)
H (4.40, -3.46, -2.37)
H (6.21, -3.30, -4.79)
H (5.76, -4.74, -3.76)
H (7.44, -4.24, -4.11)
H (5.36, 0.06, -1.99)
H (6.58, -0.90, -2.09)
C (6.34, 4.62, 3.81)
C (5.04, 4.56, 4.58)
C (4.22, 3.30, 4.27)
O (4.06, 3.21, 2.82)
C (3.05, 2.32, 2.38)
N (5.40, 4.74, 5.97)
H (6.97, 3.75, 4.02)
H (6.88, 5.56, 3.92)
H (6.10, 4.57, 2.74)
H (4.49, 5.47, 4.34)
H (3.25, 3.35, 4.76)
H (4.63, 2.38, 4.68)
H (2.16, 2.94, 2.42)
H (3.00, 1.41, 2.98)
H (3.12, 2.05, 1.32)
H (5.76, 5.65, 6.23)
H (6.15, 4.15, 6.31)
C (-0.60, -3.67, -2.48)
C (-1.81, -2.83, -2.94)
C (-2.87, -3.53, -3.81)
O (-2.24, -3.92, -5.04)
C (-3.03, -4.01, -6.18)
N (-2.46, -2.44, -1.69)
H (-0.17, -4.14, -3.36)
H (-0.99, -4.42, -1.80)
H (0.04, -3.05, -1.85)
H (-1.44, -1.98, -3.52)
H (-3.75, -2.89, -3.90)
H (-3.20, -4.39, -3.23)
H (-3.45, -3.03, -6.43)
H (-3.74, -4.82, -6.05)
H (-2.41, -4.37, -7.00)
H (-2.68, -3.25, -1.13)
H (-1.68, -2.06, -1.18)
C (4.36, 2.53, -1.28)
C (4.66, 2.60, -2.82)
C (5.99, 3.24, -3.13)
O (5.99, 4.62, -2.73)
C (7.21, 5.30, -3.01)
N (4.56, 1.20, -3.25)
H (3.31, 2.44, -0.98)
H (4.79, 3.43, -0.84)
H (5.04, 1.86, -0.75)
H (3.85, 3.21, -3.22)
H (6.21, 3.20, -4.20)
H (6.80, 2.67, -2.67)
H (8.04, 4.87, -2.45)
H (7.13, 6.38, -2.85)
H (7.47, 5.17, -4.06)
H (4.43, 1.32, -4.24)
H (3.59, 1.05, -2.99)
C (0.75, 3.07, -3.78)
C (-0.54, 2.35, -3.49)
C (-0.58, 0.86, -3.97)
O (-0.69, 0.70, -5.42)
C (-0.82, -0.56, -5.95)
N (-0.83, 2.43, -2.08)
H (1.52, 2.30, -3.83)
H (1.11, 3.77, -3.02)
H (0.64, 3.59, -4.73)
H (-1.34, 2.84, -4.05)
H (-1.45, 0.33, -3.56)
H (0.33, 0.33, -3.71)
H (0.01, -1.25, -5.85)
H (-0.87, -0.47, -7.04)
H (-1.78, -0.93, -5.61)
H (-0.14, 1.84, -1.64)
H (-0.45, 3.36, -1.95)
C (-0.76, -8.01, 3.32)
C (-0.44, -7.33, 1.97)
C (0.19, -5.96, 2.17)
O (0.34, -5.24, 0.90)
C (1.08, -4.04, 0.94)
N (0.33, -8.17, 1.17)
H (0.18, -8.45, 3.66)
H (-1.53, -8.77, 3.20)
H (-1.03, -7.31, 4.11)
H (-1.30, -7.20, 1.31)
H (1.16, -6.15, 2.61)
H (-0.35, -5.33, 2.87)
H (1.42, -3.87, -0.08)
H (1.84, -4.05, 1.73)
H (0.41, -3.22, 1.17)
H (0.68, -7.68, 0.36)
H (1.14, -8.41, 1.72)
C (-1.87, 6.82, -3.18)
C (-1.31, 5.59, -2.36)
C (-0.18, 5.97, -1.36)
O (0.16, 4.74, -0.67)
C (1.36, 4.79, 0.10)
N (-2.41, 5.03, -1.60)
H (-1.21, 7.20, -3.95)
H (-2.12, 7.62, -2.49)
H (-2.86, 6.65, -3.60)
H (-0.94, 4.83, -3.04)
H (-0.41, 6.69, -0.58)
H (0.62, 6.59, -1.77)
H (2.22, 5.04, -0.52)
H (1.55, 3.77, 0.42)
H (1.38, 5.46, 0.96)
H (-2.59, 5.67, -0.84)
H (-3.24, 5.00, -2.17)
C (-0.60, -5.19, 6.28)
C (-1.66, -4.21, 5.80)
C (-1.05, -3.07, 4.84)
O (0.04, -2.46, 5.48)
C (0.61, -1.40, 4.66)
N (-2.76, -4.92, 5.17)
H (-1.16, -5.92, 6.88)
H (0.05, -4.65, 6.97)
H (-0.07, -5.65, 5.45)
H (-2.07, -3.70, 6.67)
H (-1.73, -2.29, 4.48)
H (-0.73, -3.58, 3.94)
H (0.74, -1.79, 3.65)
H (1.66, -1.20, 4.87)
H (0.06, -0.46, 4.75)
H (-3.55, -4.33, 4.96)
H (-3.10, -5.59, 5.84)

Calculated values
lowest unoccupied orbital energy (alpha / beta): -4.4 / -9.0 eV
HOMO energy (alpha / beta): -11.81 / -11.81 eV
spin multiplicity: 2
charge: +2

---

no.,energy (eV)
1,-25246.776
2,-202858.493
3,-8735.211
4,-164466.654